One molecule with the formula C3H3ClOS, computed with ωB97M-V with the def2-TZVPD basis set.

The geometry in XYZ format:
```
9
Properties=species:S:1:pos:R:3:forces:R:3:mulliken_charge:R:1
C -1.7973 -0.5594 -0.0073 1.93 -0.54 -0.05 -0.163
C -0.5532 -0.0170 -0.0069 -2.12 -0.26 0.20 -0.240
C 2.1026 0.3254 0.0076 -0.80 1.62 -0.25 0.099
H -1.9438 -1.6584 -0.0144 -0.10 0.92 -0.02 0.315
H -0.4397 1.0618 0.0420 0.23 -0.12 -0.10 0.357
H 3.1212 -0.0746 -0.0257 0.13 -0.02 0.09 0.338
O 1.8403 1.5160 -0.0039 0.52 -1.73 0.10 -0.460
S 0.9010 -0.9808 0.0053 0.14 0.16 0.01 -0.080
Cl -3.2310 0.3870 0.0032 0.07 -0.02 0.01 -0.166
```
Forces are in eV/Å.

Properties
* F_max: 2.1 eV Å⁻¹
* LUMO level: 0.01597 Eh
* E_HOMO: -0.3314 Ha
* gap between HOMO and LUMO: 0.347 Eh
* energy above the lowest of the compared OMol25 structures with the same formula, charge and spin: 37.6 kJ/mol

***

One molecule with the formula C3H3ClOS, computed with ωB97M-V with the def2-TZVPD basis set.

The geometry in XYZ format:
```
9
Properties=species:S:1:pos:R:3:forces:R:3:mulliken_charge:R:1
C 0.1295 -0.7157 -0.5733 0.27 -3.16 -0.20 0.480
C 0.0123 0.4355 0.3057 0.23 1.57 -0.98 0.377
C 0.4079 0.3488 1.5505 -0.11 -1.94 -0.30 -0.672
H -1.0827 0.2297 -2.6147 0.33 -0.48 0.69 0.126
H 0.2373 1.1280 2.2083 0.12 1.40 1.31 0.338
H 0.7609 -0.6409 1.8551 -0.07 0.52 0.18 0.283
O 0.6632 -1.7517 -0.1745 -0.41 1.55 -0.36 -0.538
S -0.6712 -0.9892 -2.1324 -0.19 0.82 -0.53 -0.182
Cl -0.4572 1.9554 -0.4247 -0.18 -0.28 0.21 -0.212
```
Forces are in eV/Å.

Properties
* F_max: 3.2 eV Å⁻¹
* LUMO level: -0.01481 Eh
* E_HOMO: -0.3723 Ha
* gap between HOMO and LUMO: 0.358 Eh
* energy above the lowest of the compared OMol25 structures with the same formula, charge and spin: 46.3 kJ/mol

***

A 2-piece molecular cluster, C3H3ClS overall, computed with ωB97M-V with the def2-TZVPD basis set.

The geometry in XYZ format:
```
8
Properties=species:S:1:pos:R:3:forces:R:3:mulliken_charge:R:1
C -0.3718 -0.3011 0.0485 2.07 -0.13 0.05 -0.421
C 0.9746 -0.1848 -0.0388 -0.44 3.30 -0.33 0.369
C 1.8624 -1.2276 -0.2620 0.32 -1.61 0.82 0.109
S 3.1401 -2.0421 -0.3932 -0.35 0.63 -0.22 -0.135
Cl 0.1376 -3.3303 -0.0463 0.45 0.58 -0.08 -0.641
H -0.8969 0.6093 0.0030 -0.98 0.78 0.27 0.245
H -0.7726 -1.2788 0.1815 -0.64 -0.62 -0.24 0.229
H 1.3798 0.9486 -0.0207 -0.44 -2.93 -0.28 0.243
```
Forces are in eV/Å.

Properties
* F_max: 3.3 eV Å⁻¹
* LUMO level: -0.07695 Eh
* E_HOMO: -0.3210 Ha
* gap between HOMO and LUMO: 0.244 Eh
* energy above the lowest of the compared OMol25 structures with the same formula, charge and spin: 182.9 kJ/mol

***

C3H3CoO2 as an isolated structure, computed with ωB97M-V with the def2-TZVPD basis set.

The geometry in XYZ format:
```
9
Properties=species:S:1:pos:R:3:forces:R:3:mulliken_spin:R:1
H -1.7382 0.4303 -1.2730 0.50 -0.71 -0.05 -0.007
O 0.4437 -0.5788 -0.0314 2.15 1.40 0.21 0.047
O -0.0214 -1.3763 1.9212 -0.68 -0.13 -0.81 0.066
C -0.7547 0.8198 -1.5664 -1.47 3.44 2.08 0.008
C 0.2852 0.6061 -0.7041 0.16 -4.06 -2.95 -0.003
C -0.5517 -0.8930 0.9020 -1.23 -0.11 1.52 -0.035
H 1.2217 0.9436 -1.1918 -0.01 0.61 1.67 0.000
H -0.6076 1.8175 -0.6706 0.02 -0.37 -1.90 -0.001
Co 1.7231 -1.7692 2.6142 0.56 -0.07 0.23 2.926
```
Forces are in eV/Å.

Properties
* F_max: 5.0 eV Å⁻¹
* total charge: -1
* LUMO level (alpha / beta): 0.14615 / 0.14174 Eh
* 2S+1: 4
* E_HOMO (alpha / beta): -0.0700 / -0.1079 Ha
* gap between HOMO and LUMO (alpha / beta): 0.216 / 0.250 Eh
* energy above the lowest of the compared OMol25 structures with the same formula, charge and spin: 325.3 kJ/mol

***

C3H3CoO2 as an isolated structure, computed with ωB97M-V with the def2-TZVPD basis set.

The geometry in XYZ format:
```
9
Properties=species:S:1:pos:R:3:forces:R:3:mulliken_spin:R:1
C -2.7991 -0.3185 0.0422 -3.33 2.73 -2.83 0.957
C -1.6489 0.3057 -0.6189 1.87 -0.81 -0.21 0.019
H -1.2858 1.2488 -0.1794 -0.14 -0.50 0.16 0.029
H -3.5678 0.4202 0.3106 0.16 -0.91 1.96 0.044
H -0.8489 -0.4474 -0.7471 -0.02 0.67 -0.03 0.021
O -3.9859 -0.1659 -2.9371 -0.74 0.39 4.96 0.037
C -3.5481 0.0485 -1.7772 2.02 -2.43 -2.91 -0.105
O -2.2222 0.6104 -1.9147 -0.96 0.08 2.10 0.038
Co -2.4760 0.6904 -3.7716 1.14 0.79 -3.20 1.959
```
Forces are in eV/Å.

Properties
* F_max: 5.2 eV Å⁻¹
* total charge: +1
* LUMO level (alpha / beta): -0.21142 / -0.25868 Eh
* 2S+1: 4
* E_HOMO (alpha / beta): -0.5295 / -0.4903 Ha
* gap between HOMO and LUMO (alpha / beta): 0.318 / 0.232 Eh
* energy above the lowest of the compared OMol25 structures with the same formula, charge and spin: 370.3 kJ/mol

***

C3H3CsO2 as an isolated structure, computed with ωB97M-V with the def2-TZVPD basis set.

The geometry in XYZ format:
```
9
Properties=species:S:1:pos:R:3:forces:R:3:mulliken_spin:R:1
O 0.4915 1.3107 0.4360 -0.16 2.70 -0.86 0.066
Cs 4.2223 -3.8376 -1.1043 -0.09 0.12 0.03 0.000
O 1.4985 -0.5587 -0.2166 0.11 0.05 1.29 0.180
C 0.9614 0.1094 0.6183 0.95 -1.66 -1.92 0.702
C -0.9081 1.3167 0.2810 -0.11 -2.02 1.74 0.043
C -1.4375 0.1605 -0.1871 -0.98 0.97 -0.19 0.000
H -1.3711 2.0060 0.9845 0.14 -0.20 -0.01 0.000
H -1.1993 -0.2160 -1.1838 0.88 -0.69 0.84 0.006
H -2.2578 -0.2910 0.3721 -0.75 0.74 -0.92 0.002
```
Forces are in eV/Å.

Properties
* F_max: 2.8 eV Å⁻¹
* total charge: +1
* LUMO level (alpha / beta): -0.14393 / -0.14449 Eh
* 2S+1: 2
* E_HOMO (alpha / beta): -0.4330 / -0.4333 Ha
* gap between HOMO and LUMO (alpha / beta): 0.289 / 0.289 Eh
* energy above the lowest of the compared OMol25 structures with the same formula, charge and spin: 149.0 kJ/mol

***

C3H3CuFO as an isolated structure, computed with ωB97M-V with the def2-TZVPD basis set.

The geometry in XYZ format:
```
9
Properties=species:S:1:pos:R:3:forces:R:3:mulliken_spin:R:1
H -1.1856 -0.9191 1.1247 -0.41 -0.15 -0.83 0.046
H -1.7343 -0.1470 -0.4318 0.07 -0.13 0.26 0.014
O -0.1710 2.0696 0.1683 2.41 -1.44 -0.19 0.778
C -0.9887 -0.8057 0.0253 0.11 0.19 0.91 0.007
C 0.3427 -0.1812 0.0093 1.30 -0.47 -1.15 0.503
C 0.7203 1.2038 0.0497 -3.10 0.67 0.27 0.341
H -0.9672 -1.7900 -0.4672 0.07 0.41 0.28 0.010
F 1.3654 -1.0248 -0.2182 -0.52 0.73 0.40 0.033
Cu 2.6184 1.5945 -0.2601 0.07 0.17 0.04 0.269
```
Forces are in eV/Å.

Properties
* F_max: 3.2 eV Å⁻¹
* total charge: +1
* LUMO level (alpha / beta): -0.20493 / -0.27738 Eh
* 2S+1: 3
* E_HOMO (alpha / beta): -0.5263 / -0.6023 Ha
* gap between HOMO and LUMO (alpha / beta): 0.321 / 0.325 Eh
* energy above the lowest of the compared OMol25 structures with the same formula, charge and spin: 0.0 kJ/mol

***

C3H3CuO2 as an isolated structure, computed with ωB97M-V with the def2-TZVPD basis set.

The geometry in XYZ format:
```
9
Properties=species:S:1:pos:R:3:forces:R:3:mulliken_charge:R:1
O -1.6179 -0.2296 0.2333 -2.79 -0.30 -1.14 -0.713
Cu -3.4115 0.6606 -0.6353 1.94 -0.91 0.86 0.582
O 0.7981 2.2072 0.2515 0.35 -1.91 0.99 -0.490
C 0.2966 1.1218 0.3422 -1.06 4.48 -2.18 0.589
C -0.5199 0.2159 -0.3098 2.57 0.13 2.43 0.153
C 0.9129 -0.7471 0.0219 -0.67 -2.53 -1.11 -1.041
H 1.9577 -0.4440 -0.1298 -0.46 0.68 0.21 0.362
H 0.7941 -1.5155 -0.7589 0.03 -0.07 0.19 0.312
H 0.7899 -1.2692 0.9850 0.09 0.43 -0.25 0.247
```
Forces are in eV/Å.

Properties
* F_max: 5.1 eV Å⁻¹
* LUMO level (alpha / beta): -0.07839 / -0.07838 Eh
* E_HOMO (alpha / beta): -0.2594 / -0.2594 Ha
* gap between HOMO and LUMO (alpha / beta): 0.181 / 0.181 Eh
* energy above the lowest of the compared OMol25 structures with the same formula, charge and spin: 459.1 kJ/mol